Record 1
DFT (ωB97M-V with the def2-TZVPD basis set) results for a 3-piece molecular cluster, C4H15NO3 overall in a non-equilibrium geometry.

Geometry as XYZ:
```
23
Properties=species:S:1:pos:R:3:lowdin_spin:R:1
C 0.72305 -0.60491 -2.11670 0.087
N -0.63645 -0.73384 -1.59838 0.709
C -0.80213 -1.61790 -0.39554 0.064
C -2.09310 -1.25506 0.26229 0.016
C -2.08148 -1.21442 1.82251 0.003
O -1.36541 0.04014 1.97923 0.001
H 0.71256 0.16426 -2.85071 0.009
H 1.52503 -0.37815 -1.30407 0.007
H 1.10797 -1.51456 -2.55195 0.046
H -1.28932 -0.99130 -2.26777 0.021
H -0.74569 -2.60841 -0.81324 0.031
H 0.08883 -1.24912 0.30496 0.002
H -2.16081 -0.19918 -0.15062 0.003
H -2.90084 -1.89909 -0.11796 0.000
H -1.37982 -1.90408 2.34672 0.000
H -2.99493 -1.20466 2.35258 0.000
H -1.50583 0.24502 2.86035 0.000
H -0.94928 1.45000 1.12744 0.000
H -0.53745 2.20729 -0.16697 0.000
O -0.60353 2.34602 0.76816 0.002
H 6.39307 3.30985 0.64592 0.000
H 5.30253 3.55748 -0.19062 0.000
O 6.19304 4.05464 0.05439 0.000
```

The calculation puts the LUMO energy (alpha / beta) at -3.37 / -8.57 eV. As for the net charge: +1. As for the spin multiplicity: 2. Its relative energy (zero: lowest compared OMol25 entry of this formula, charge and spin) is 66.70 kcal per mole. As for the expectation value of S²: 0.754. The highest occupied orbital energy (alpha / beta) is -13.22 / -13.22 eV.

=====

Record 2
DFT (ωB97M-V with the def2-TZVPD basis set) results for one molecule with the formula C8H18N2O3 in a non-equilibrium geometry.

Geometry as XYZ:
```
31
Properties=species:S:1:pos:R:3:lowdin_charge:R:1
C 1.10494 0.29194 3.82824 -0.101
C -2.36562 1.13639 -2.69008 0.026
C 0.37006 2.74200 -3.02015 -0.092
C 0.71730 -0.90916 3.00773 -0.269
C 0.62652 -0.51055 1.51776 -0.190
C 0.33379 -1.79539 0.70114 -0.119
C 0.99571 -1.86298 -0.68821 -0.375
C -0.98774 0.88743 -2.08258 -0.257
N -0.04861 1.90206 -1.93260 -0.037
N -0.69489 -0.27365 -1.59836 -0.197
O -1.44395 -1.32326 -1.60192 -0.093
O 0.61846 -0.52512 -1.29962 -0.028
O 0.52156 -2.85305 -1.37758 0.042
H 1.98432 0.67313 3.70261 0.008
H 1.18648 -0.15422 4.82760 0.085
H 0.28691 0.97907 3.80123 0.079
H -3.06473 0.37309 -2.46192 0.064
H -2.72745 2.10266 -2.36915 0.078
H -2.22080 1.32253 -3.79626 0.098
H 1.46209 2.52084 -3.05564 0.095
H -0.26942 2.48292 -3.91899 0.096
H 0.23152 3.82573 -2.72901 0.090
H -0.23449 -1.21461 3.33305 0.093
H 1.42238 -1.79022 3.12491 0.125
H 1.50634 -0.00742 1.23779 0.098
H -0.19478 0.16499 1.49610 0.102
H -0.67046 -2.17437 0.67020 0.111
H 0.78480 -2.59827 1.38917 0.127
H 2.06422 -1.90031 -0.69212 0.155
H 0.77703 1.58282 -1.45449 0.108
H -0.42050 -2.60446 -1.53429 0.078
```

The calculation puts the LUMO energy at 0.73 eV. Its relative energy (zero: lowest compared OMol25 entry of this formula, charge and spin) is 16.00 kcal per mole. The highest occupied orbital energy is -7.83 eV.

=====

Record 3
DFT (ωB97M-V with the def2-TZVPD basis set) results for a 3-piece molecular cluster, C4H14O2S2 overall in a non-equilibrium geometry.

Geometry as XYZ:
```
22
Properties=species:S:1:pos:R:3:lowdin_charge:R:1
C 4.04865 1.69673 -0.05512 -0.223
C 2.81470 1.58601 -0.84850 -0.584
S 2.32876 -0.23404 -1.05717 0.383
S 0.37699 -0.77792 -1.69944 0.389
C -0.82755 0.22349 -0.45324 -0.500
C -1.50817 1.53456 -0.95094 -0.163
H 4.95965 1.06047 -0.11200 0.089
H 3.75353 1.46965 1.06307 0.116
H 4.49139 2.59577 -0.11800 0.018
H 3.06199 2.08381 -1.93030 0.116
H 1.80732 2.01731 -0.60623 0.060
H -1.62336 -0.66091 -0.19306 0.091
H -0.55835 0.58323 0.61498 0.093
H -1.07391 2.41946 -0.48569 0.074
H -2.44422 1.46566 -0.60015 0.017
H -1.53852 1.70860 -1.93683 0.021
H -5.13097 0.57512 2.61833 0.005
H -5.33245 -0.01024 0.98442 0.084
O -4.80159 0.30695 1.78324 -0.087
H -2.82095 -2.43826 4.10210 0.050
H -2.71230 -3.77160 4.88772 0.042
O -3.36049 -3.20088 4.42478 -0.092
```

The calculation puts the LUMO energy at 0.52 eV. Its relative energy (zero: lowest compared OMol25 entry of this formula, charge and spin) is 76.51 kcal per mole. The highest occupied orbital energy is -8.16 eV.